Run 1
An isolated ion of composition C3H6NO3 and charge +1, computed with wB97M-V/def2-TZVPD.

Element x y z (Å)
N (1.03, -1.29, -0.01)
C (-0.10, -0.50, 0.56)
C (-0.96, 0.29, -0.44)
O (-2.20, 0.27, -0.86)
O (0.20, 0.90, -1.05)
C (-0.03, 1.03, 0.37)
O (0.09, 2.09, 1.13)
H (1.82, -1.37, 0.64)
H (1.30, -0.72, -0.84)
H (0.74, -2.23, -0.30)
H (-0.55, -0.91, 1.45)
H (-2.31, -0.08, -1.76)
H (0.96, 2.51, 1.10)

E_LUMO: -3.8576 eV
Total charge: +1
Frontier orbital gap: 10.225 eV
SMILES: [NH3+][C@@H]1[C@]2(O)O[C@]12O
HOMO: -14.08 eV

Run 2
A 2-piece molecular cluster, C3H6NO3 overall, computed with wB97M-V/def2-TZVPD.

Element x y z (Å)
C (-0.59, 0.17, 0.71)
C (0.79, 0.40, 0.02)
C (0.24, -0.95, 0.12)
N (-1.65, 0.54, -0.22)
O (0.41, -0.37, -1.17)
O (2.49, 1.34, 0.23)
O (0.51, -2.16, 0.47)
H (-0.81, 0.33, 1.73)
H (-1.23, 0.48, -1.21)
H (-1.91, 1.45, 0.02)
H (-2.55, 0.14, -0.16)
H (2.93, 0.99, -0.66)
H (1.36, -2.36, 0.12)

E_LUMO (spin up / spin down): -5.2915 / -5.2921 eV
Total charge: +1
Frontier orbital gap (spin up / spin down): 9.018 / 9.017 eV
HOMO (spin up / spin down): -14.31 / -14.31 eV

Which of them is least stable? Easy: run 2.

Run 1
An isolated ion of composition C2H9N4 and charge +1, computed with wB97M-V/def2-TZVPD.

Element x y z (Å)
H (-3.56, 0.22, 0.71)
N (-2.90, -0.55, 0.43)
N (-1.94, -0.02, -0.14)
C (-0.70, -0.60, -0.49)
N (0.29, -0.11, 0.40)
C (1.65, -0.60, 0.18)
N (0.23, 1.61, 0.20)
H (-1.83, 1.03, -0.20)
H (-0.73, -1.74, -0.29)
H (-0.55, -0.30, -1.57)
H (2.00, -0.84, -0.87)
H (2.34, 0.04, 0.68)
H (1.68, -1.72, 0.63)
H (0.73, 2.00, 1.04)
H (1.00, 1.76, -0.52)

E_LUMO: -6.2652 eV
Total charge: +1
Frontier orbital gap: 7.798 eV
SMILES: [H]/N=[NH+]/CN(C)N
HOMO: -14.06 eV

Run 2
A 2-piece molecular cluster, C2H9N4 overall, computed with wB97M-V/def2-TZVPD.

Element x y z (Å)
C (0.26, -1.06, 0.71)
C (0.51, 1.30, 0.37)
N (-1.72, -0.52, -0.33)
N (-1.67, 0.74, -0.55)
N (0.84, 0.09, 0.16)
N (1.59, -0.11, -0.96)
H (0.68, -2.07, 0.57)
H (-1.51, -1.07, -1.11)
H (-0.21, -0.97, 1.62)
H (1.04, 2.04, -0.25)
H (0.12, 1.67, 1.38)
H (-2.24, -0.89, 0.41)
H (2.34, 0.61, -1.10)
H (2.10, -1.05, -1.01)
H (-2.14, 1.30, 0.10)

E_LUMO (spin up / spin down): -4.2595 / -4.2625 eV
Total charge: +1
Frontier orbital gap (spin up / spin down): 8.841 / 8.837 eV
HOMO (spin up / spin down): -13.10 / -13.10 eV

Run 3
A 2-piece molecular cluster, C2H9N4 overall, computed with wB97M-V/def2-TZVPD.

Element x y z (Å)
C (-0.60, 0.63, -1.13)
C (0.28, 0.59, -0.01)
N (-1.09, 0.55, 0.28)
N (1.24, 1.35, 0.46)
N (1.07, -1.26, 0.14)
N (-1.76, -0.57, 0.80)
H (-0.92, 1.53, -1.53)
H (-0.65, -0.27, -1.78)
H (1.81, 1.79, -0.27)
H (1.29, 1.52, 1.46)
H (2.15, -1.04, 0.04)
H (0.83, -1.53, 1.00)
H (0.74, -1.80, -0.62)
H (-1.76, -1.19, -0.04)
H (-2.63, -0.30, 1.20)

E_LUMO: -3.4098 eV
Total charge: +1
Frontier orbital gap: 10.637 eV
HOMO: -14.05 eV

Which of them is least stable? Easy: run 2.

Run 1
C11H17BN6OTc as an isolated structure, computed with wB97M-V/def2-TZVPD.

Element x y z (Å)
H (-3.27, 0.28, 0.43)
N (-1.54, 1.37, -0.16)
B (0.15, 3.09, -0.91)
N (-1.31, 2.66, -0.58)
C (-2.48, 3.33, -0.57)
Tc (0.10, -0.10, 0.07)
H (-2.51, 4.37, -0.86)
C (-3.49, 2.47, -0.14)
H (-4.53, 2.69, -0.02)
C (-2.86, 1.23, 0.10)
H (0.19, 4.27, -1.15)
C (1.77, -1.40, -0.26)
H (1.69, -2.46, -0.02)
H (2.44, -1.05, 0.54)
H (2.37, -1.36, -1.17)
N (0.70, 2.29, -2.14)
N (1.02, 2.76, 0.34)
N (0.71, 0.92, -2.00)
N (1.04, 1.46, 0.88)
C (1.17, 2.61, -3.36)
C (1.80, 3.54, 1.10)
H (1.23, 3.65, -3.65)
H (1.92, 4.57, 0.84)
C (1.50, 1.44, -4.02)
C (2.32, 2.78, 2.16)
C (1.19, 0.40, -3.14)
C (1.83, 1.48, 2.00)
H (1.89, 1.34, -5.00)
H (2.96, 3.12, 2.94)
H (1.29, -0.66, -3.29)
H (1.99, 0.58, 2.58)
H (0.59, -1.61, -0.95)
C (-1.01, -2.63, 1.42)
O (-0.80, -1.24, 1.23)
H (-0.51, -2.97, 2.35)
H (-0.65, -3.27, 0.59)
H (-2.10, -2.78, 1.52)

2S+1: 4
E_LUMO (spin up / spin down): -9.6685 / -10.2077 eV
Total charge: +2
Frontier orbital gap (spin up / spin down): 6.221 / 5.605 eV
HOMO (spin up / spin down): -15.89 / -15.81 eV

Run 2
C11H17BN6OTc as an isolated structure, computed with wB97M-V/def2-TZVPD.

Element x y z (Å)
H (1.17, 3.70, 1.25)
N (1.05, 1.99, 0.02)
B (0.16, 0.55, -2.02)
N (0.56, 1.84, -1.28)
C (0.80, 2.98, -1.95)
Tc (2.32, 0.92, 1.21)
H (0.72, 2.97, -3.03)
C (1.13, 3.97, -1.03)
H (1.31, 5.00, -1.24)
C (1.17, 3.33, 0.24)
H (0.43, 0.66, -3.21)
C (-2.30, -3.36, 3.05)
H (-1.88, -3.92, 3.88)
H (-1.49, -2.88, 2.50)
H (-2.82, -4.05, 2.39)
N (-1.38, 0.14, -2.03)
N (1.09, -0.49, -1.36)
N (-2.05, 0.00, -0.81)
N (1.63, -0.51, -0.06)
C (-2.24, -0.15, -3.02)
C (1.79, -1.35, -2.11)
H (-1.98, -0.09, -4.07)
H (1.70, -1.27, -3.19)
C (-3.47, -0.50, -2.45)
C (2.55, -2.16, -1.27)
C (-3.28, -0.41, -1.06)
C (2.35, -1.68, 0.04)
H (-4.37, -0.80, -2.94)
H (3.16, -2.99, -1.58)
H (-4.00, -0.63, -0.27)
H (2.58, -2.07, 1.01)
H (-2.98, -2.63, 3.42)
C (1.29, 0.78, 4.25)
O (1.58, 0.80, 2.88)
H (2.01, 0.10, 4.73)
H (0.27, 0.42, 4.44)
H (1.40, 1.78, 4.68)

2S+1: 4
E_LUMO (spin up / spin down): -8.1353 / -10.2058 eV
Total charge: +2
Frontier orbital gap (spin up / spin down): 7.629 / 5.763 eV
HOMO (spin up / spin down): -15.76 / -15.97 eV

Which of them is least stable? Easy: run 2.

Run 1
One molecule with the formula C2H4N3P, computed with wB97M-V/def2-TZVPD.

Element x y z (Å)
N (-1.48, -0.15, -0.29)
C (-0.10, 0.12, -0.36)
C (0.60, 0.39, 0.97)
N (1.79, -0.06, 1.08)
P (2.04, -1.31, -0.23)
N (0.59, -0.99, -0.92)
H (-1.74, -1.09, -0.53)
H (-1.94, 0.71, -0.54)
H (0.01, 1.13, -0.73)
H (0.23, 1.25, 1.55)

E_LUMO: -0.7525 eV
Frontier orbital gap: 8.137 eV
SMILES: N[C@H]1C=NP=N1
HOMO: -8.89 eV

Run 2
One molecule with the formula C2H4N3P, computed with wB97M-V/def2-TZVPD.

Element x y z (Å)
P (-0.52, 1.66, 0.86)
C (-0.39, 0.04, 0.04)
C (0.33, -0.51, -1.55)
N (0.10, -1.73, -1.52)
N (-0.62, -2.08, -0.44)
N (-0.88, -1.09, 0.38)
H (-1.95, 1.72, 0.69)
H (0.00, 2.16, -0.32)
H (0.86, 0.27, -2.16)
H (-0.56, -3.08, -0.32)

E_LUMO: 0.9854 eV
Frontier orbital gap: 9.857 eV
SMILES: Pc1cn[nH]n1
HOMO: -8.87 eV

Which of them is least stable? Easy: run 2.

Run 1
A 2-piece molecular cluster, C6H14NS overall, computed with wB97M-V/def2-TZVPD.

Element x y z (Å)
C (-1.64, -0.54, -0.69)
C (-1.73, 0.92, -1.02)
S (-1.31, 1.26, -2.76)
N (-1.55, -0.73, 0.81)
H (-0.76, -0.99, -1.15)
H (-2.54, -1.08, -0.98)
H (-1.09, 1.53, -0.37)
H (-2.76, 1.29, -0.94)
H (0.01, 1.14, -2.57)
H (-1.42, -1.69, 1.11)
H (-2.40, -0.38, 1.25)
H (-0.75, -0.20, 1.24)
C (1.05, 0.80, 2.09)
C (1.63, -0.11, 1.29)
C (1.81, -0.04, -0.16)
C (2.53, -0.91, -0.86)
H (0.67, 1.77, 1.78)
H (1.28, 0.77, 3.15)
H (1.84, -1.07, 1.76)
H (1.50, 0.90, -0.61)
H (2.55, -0.90, -1.95)
H (3.09, -1.72, -0.40)

E_LUMO: -3.4261 eV
Total charge: +1
Frontier orbital gap: 9.468 eV
HOMO: -12.89 eV

Run 2
C6H14NS as an isolated structure, computed with wB97M-V/def2-TZVPD.

Element x y z (Å)
C (0.18, 0.57, 0.15)
C (-2.31, 0.53, 1.29)
C (-2.16, -0.32, -1.12)
C (1.78, -1.20, 0.55)
C (-1.49, -0.21, 0.29)
C (1.36, -0.17, -0.52)
N (2.56, 0.79, -0.58)
S (0.43, 2.01, 0.79)
H (-1.99, 0.49, 2.32)
H (-2.21, 1.57, 0.93)
H (-3.39, 0.36, 1.08)
H (-2.49, 0.46, -1.64)
H (-2.80, -1.12, -1.19)
H (-1.32, -0.67, -1.81)
H (1.46, -0.71, 1.46)
H (1.31, -2.19, 0.32)
H (2.82, -1.49, 0.39)
H (-1.16, -1.24, 0.53)
H (1.20, -0.60, -1.51)
H (2.86, 1.04, -1.52)
H (3.38, 0.37, -0.14)
H (1.96, 1.71, -0.06)

E_LUMO: -4.4398 eV
Total charge: +1
Frontier orbital gap: 9.248 eV
HOMO: -13.69 eV

Which of them is least stable? Easy: run 2.

Run 1
A 5-piece molecular cluster, CH14NO4 overall, computed with wB97M-V/def2-TZVPD.

Element x y z (Å)
C (-0.21, 1.54, -2.68)
N (-0.32, 0.20, -1.98)
H (-1.07, 1.68, -3.38)
H (0.65, 1.59, -3.40)
H (-0.06, 2.45, -2.03)
H (-1.26, 0.14, -1.47)
H (-0.24, -0.55, -2.69)
H (0.49, 0.00, -1.45)
H (-2.12, -2.04, 2.80)
H (-1.10, -3.00, 2.19)
O (-1.18, -2.21, 2.80)
H (3.21, 1.52, 2.22)
H (2.52, 0.68, 3.25)
O (2.41, 1.08, 2.43)
H (1.89, -0.06, 0.57)
H (1.07, -1.39, 0.73)
O (1.36, -0.71, 0.07)
H (-1.70, -0.63, 1.28)
H (-2.62, 0.00, 0.32)
O (-1.71, -0.28, 0.40)

E_LUMO: -3.0730 eV
Total charge: +1
Frontier orbital gap: 11.761 eV
HOMO: -14.83 eV

Run 2
A 5-piece molecular cluster, CH14NO4 overall, computed with wB97M-V/def2-TZVPD.

Element x y z (Å)
C (-1.94, 0.63, 0.23)
N (-0.61, 1.04, -0.47)
H (-1.85, 0.42, 1.29)
H (-2.52, -0.06, -0.41)
H (-2.53, 1.57, 0.18)
H (-0.72, 1.94, -0.92)
H (0.03, 0.77, 0.28)
H (-0.41, 0.36, -1.28)
H (1.72, -3.84, -0.20)
H (0.30, -3.40, -0.12)
O (1.17, -3.18, 0.24)
H (0.48, -0.99, -2.89)
H (1.49, 0.12, -2.43)
O (0.59, -0.22, -2.32)
H (0.14, 3.12, 1.54)
H (0.06, 1.90, 2.49)
O (-0.28, 2.26, 1.67)
H (2.19, -0.28, 0.92)
H (1.41, -1.55, 1.21)
O (1.28, -0.59, 1.00)

E_LUMO: -2.9899 eV
Total charge: +1
Frontier orbital gap: 11.821 eV
HOMO: -14.81 eV

Which of them is least stable? Easy: run 2.

Run 1
One molecule with the formula CHN3O3, computed with wB97M-V/def2-TZVPD.

Element x y z (Å)
O (-0.79, 2.35, 0.01)
N (-1.23, 1.22, -0.04)
C (-0.94, 0.01, -0.12)
N (0.37, -0.65, -0.02)
O (0.33, -1.92, -0.05)
N (1.43, 0.13, 0.05)
O (2.56, -0.32, 0.09)
H (-1.74, -0.82, 0.07)

E_LUMO (spin up / spin down): -1.6408 / -2.5388 eV
Frontier orbital gap (spin up / spin down): 8.416 / 7.747 eV
SMILES: O=N/C=[N+](/[O-])N=O
HOMO (spin up / spin down): -10.06 / -10.29 eV

Run 2
One molecule with the formula CHN3O3, computed with wB97M-V/def2-TZVPD.

Element x y z (Å)
N (-0.95, 0.08, 2.57)
C (-0.57, 0.02, 1.47)
N (-0.33, -0.02, 0.17)
O (-1.14, -0.52, -0.77)
N (0.88, 0.25, -0.43)
O (1.79, 0.65, 0.22)
O (0.90, 0.12, -1.62)
H (-0.57, -0.59, -1.60)

E_LUMO: -0.5351 eV
Frontier orbital gap: 10.179 eV
SMILES: N#CN(O)[N+](=O)[O-]
HOMO: -10.71 eV

Which of them is least stable? Easy: run 1.

Run 1
A 11-piece molecular cluster, C11H44N8O11 overall, computed with wB97M-V/def2-TZVPD.

Element x y z (Å)
N (-1.61, 3.11, -3.28)
C (-2.36, 2.32, -2.62)
N (-3.01, 1.57, -3.46)
O (-2.47, 2.40, -1.25)
H (-0.98, 3.76, -2.69)
H (-1.20, 2.84, -4.11)
H (-3.36, 0.82, -2.93)
H (-2.60, 1.28, -4.35)
N (-0.91, -2.87, 2.04)
C (-1.51, -3.96, 2.22)
N (-2.68, -4.00, 1.63)
O (-0.89, -5.03, 2.96)
H (-0.02, -2.58, 2.45)
H (-1.20, -2.25, 1.25)
H (-3.13, -4.90, 1.61)
H (-3.09, -3.33, 0.93)
N (1.13, 3.80, -1.58)
C (0.31, 4.67, -1.09)
N (-0.39, 5.18, -2.02)
O (0.09, 5.02, 0.25)
H (1.59, 3.25, -0.86)
H (1.35, 3.63, -2.52)
H (-1.10, 5.83, -1.68)
H (-0.24, 5.35, -3.04)
N (-3.59, -1.89, -0.40)
C (-2.79, -1.03, 0.14)
N (-1.57, -1.24, -0.09)
O (-3.22, 0.00, 0.91)
H (-4.58, -1.91, -0.17)
H (-3.20, -2.67, -0.93)
H (-0.89, -0.55, 0.25)
H (-1.08, -1.96, -0.68)
C (-1.86, 3.31, 2.62)
O (-2.83, 2.92, 1.66)
H (-0.89, 2.95, 2.18)
H (-1.96, 2.86, 3.53)
H (-1.81, 4.41, 2.65)
H (-2.67, 3.55, 0.96)
C (-0.84, -0.13, 4.08)
O (-1.88, -0.96, 3.66)
H (-0.83, 0.85, 3.52)
H (0.09, -0.74, 4.06)
H (-1.01, 0.06, 5.18)
H (-1.48, -1.67, 3.08)
C (0.34, 0.20, -2.81)
O (1.25, -0.85, -2.62)
H (0.81, 1.23, -2.75)
H (-0.64, 0.26, -2.25)
H (0.27, 0.31, -3.82)
H (0.92, -1.56, -3.14)
C (2.24, -3.35, 3.33)
O (1.86, -2.17, 2.64)
H (3.07, -3.74, 2.59)
H (1.33, -3.98, 3.42)
H (2.73, -3.07, 4.28)
H (2.56, -1.96, 1.97)
C (3.47, -3.21, -0.60)
O (3.44, -2.03, 0.13)
H (2.43, -3.23, -0.81)
H (3.89, -4.16, -0.17)
H (4.07, -2.95, -1.51)
H (3.42, -1.25, -0.47)
C (0.77, 1.27, 0.45)
O (0.50, 0.05, 1.18)
H (1.16, 2.10, 1.07)
H (-0.17, 1.58, 0.10)
H (1.42, 1.14, -0.34)
H (1.34, -0.40, 1.40)
C (4.41, -0.48, -2.69)
O (3.51, 0.10, -1.79)
H (5.26, -0.85, -2.08)
H (4.92, 0.30, -3.30)
H (3.95, -1.26, -3.26)
H (2.62, -0.10, -2.23)

E_LUMO: -0.8156 eV
Frontier orbital gap: 7.482 eV
SMILES: NC(N)=O.NC(N)=O.NC(N)=O.NC(N)=O.CO.CO.CO.CO.CO.CO.CO
HOMO: -8.30 eV

Run 2
A 11-piece molecular cluster, C11H44N8O11 overall, computed with wB97M-V/def2-TZVPD.

Element x y z (Å)
N (0.63, -3.34, 1.06)
C (-0.38, -3.55, 1.91)
N (-0.31, -3.21, 3.20)
O (-1.47, -4.10, 1.58)
H (1.51, -2.89, 1.43)
H (0.62, -3.65, 0.10)
H (-1.07, -3.59, 3.75)
H (0.52, -2.82, 3.58)
N (-0.12, 1.02, 0.60)
C (1.16, 1.41, 0.79)
N (1.44, 2.73, 0.42)
O (2.00, 0.71, 1.29)
H (-0.48, 1.23, -0.33)
H (-0.24, 0.03, 0.85)
H (2.33, 3.09, 0.64)
H (0.69, 3.30, 0.11)
N (-3.31, 3.63, -1.46)
C (-2.26, 4.32, -0.84)
N (-2.69, 5.04, 0.24)
O (-1.10, 4.34, -1.28)
H (-4.09, 3.26, -0.92)
H (-3.11, 3.15, -2.34)
H (-3.55, 4.70, 0.66)
H (-1.93, 5.30, 0.85)
N (-2.89, -0.01, 1.74)
C (-3.17, 1.04, 0.86)
N (-2.97, 0.63, -0.42)
O (-3.53, 2.21, 1.18)
H (-3.25, -0.97, 1.58)
H (-3.00, 0.17, 2.74)
H (-2.95, 1.23, -1.21)
H (-2.81, -0.38, -0.57)
C (3.73, -1.61, 3.43)
O (2.28, -1.63, 3.12)
H (4.36, -2.01, 2.59)
H (4.02, -0.60, 3.85)
H (3.83, -2.18, 4.34)
H (2.03, -0.88, 2.57)
C (0.38, 1.94, -3.58)
O (-0.14, 1.81, -2.26)
H (0.56, 3.02, -3.82)
H (1.32, 1.32, -3.64)
H (-0.36, 1.54, -4.28)
H (-0.45, 2.67, -1.99)
C (6.19, 2.73, 2.53)
O (5.47, 2.82, 1.35)
H (5.85, 1.93, 3.15)
H (7.23, 2.55, 2.32)
H (6.04, 3.64, 3.08)
H (5.14, 1.94, 1.17)
C (-2.97, -0.43, -3.63)
O (-3.56, 0.72, -3.07)
H (-3.39, -1.36, -3.20)
H (-3.14, -0.53, -4.73)
H (-1.88, -0.30, -3.41)
H (-4.45, 0.58, -2.70)
C (-4.37, -2.92, -0.08)
O (-3.84, -2.67, 1.25)
H (-4.76, -3.93, -0.09)
H (-5.21, -2.21, -0.20)
H (-3.62, -2.85, -0.88)
H (-3.03, -3.29, 1.39)
C (4.24, -2.01, -0.52)
O (3.16, -1.14, -0.87)
H (4.26, -2.84, -1.18)
H (5.25, -1.57, -0.70)
H (4.21, -2.49, 0.49)
H (2.83, -0.61, -0.09)
C (0.09, -2.22, -2.36)
O (1.36, -2.77, -2.19)
H (-0.63, -2.79, -1.74)
H (0.03, -1.11, -2.05)
H (-0.24, -2.26, -3.43)
H (1.96, -2.08, -1.75)

E_LUMO: 0.4635 eV
Frontier orbital gap: 10.010 eV
SMILES: NC(N)=O.NC(N)=O.NC(N)=O.NC(N)=O.CO.CO.CO.CO.CO.CO.CO
HOMO: -9.55 eV

Which of them is least stable? Easy: run 1.